This record from the OMol25 dataset describes a structure of composition C18H52F3LiO14. The level of theory is wB97M-V/def2-TZVPD.

Structure (XYZ):
```
88
Properties=species:S:1:pos:R:3:forces:R:3
Li 0.0735 -10.8563 9.5279 -0.732 0.788 1.516
C -2.2134 -10.0416 10.9404 1.550 0.620 -0.790
O -2.3130 -8.9626 9.9899 -0.041 -0.392 -0.697
O -0.8939 -10.1620 11.2098 -0.268 -1.159 -0.743
C -3.1144 -9.7133 12.1666 -0.154 -0.300 0.342
F -2.4349 -9.5879 13.3018 0.232 -0.063 0.133
F -3.8908 -8.6189 12.0709 0.171 0.287 -0.182
F -3.9845 -10.7408 12.3268 -0.079 -0.225 0.177
C -3.4923 -8.7651 9.2468 -1.639 0.423 0.811
C -3.7230 -9.6097 7.9909 0.413 1.177 -0.427
H -3.4505 -10.6616 8.0489 0.240 0.068 0.098
H -4.7417 -9.5372 7.6127 -0.217 -0.095 0.568
H -3.1947 -9.0467 7.2143 0.475 -0.812 -0.289
H -3.5137 -7.6958 9.0200 0.376 -0.099 -0.586
H -4.3914 -8.7632 9.8753 0.137 -0.703 0.244
H -2.6107 -10.9726 10.5089 -0.608 0.062 -0.117
C -7.2856 -9.8818 13.7401 -0.573 -1.062 0.215
O -7.2218 -10.9525 14.6869 0.178 0.553 0.559
C -7.4094 -12.2169 14.1299 0.056 -0.536 -0.503
C -7.2210 -13.2957 15.1764 0.645 1.567 0.516
O -5.9137 -13.1497 15.7319 -0.450 -0.963 -0.454
C -5.6382 -14.1753 16.6850 0.853 1.226 -0.577
H -6.3283 -9.7543 13.2344 -0.104 -0.085 -0.272
H -7.5589 -8.9525 14.2356 0.061 -0.107 0.254
H -8.1098 -10.1811 13.0861 0.230 0.610 -0.631
H -6.7341 -12.4217 13.2877 0.332 0.216 0.123
H -8.4094 -12.3449 13.6867 -0.207 0.218 0.190
H -7.4027 -14.2561 14.6875 0.029 -0.235 0.332
H -7.8684 -13.0720 16.0320 -0.655 -0.496 -0.292
H -6.4307 -14.2544 17.4327 -0.027 -0.180 -0.011
H -4.7208 -13.7865 17.1310 -0.059 -0.475 0.423
H -5.4062 -15.1184 16.1839 -0.293 -0.167 0.141
C -10.8914 -7.5425 11.9657 0.648 0.515 1.166
O -9.8955 -8.0885 11.1268 -0.730 0.266 -0.657
C -10.3802 -9.2518 10.5021 1.066 -1.352 -0.442
C -9.6958 -9.5900 9.1816 -0.324 1.477 0.062
O -8.4396 -10.1712 9.3645 0.309 -0.735 0.754
C -7.8104 -10.6017 8.1813 -0.447 0.541 -0.648
H -10.9336 -8.1296 12.8902 -0.496 -0.203 -0.113
H -11.8755 -7.4029 11.5151 0.010 -0.418 -0.253
H -10.5867 -6.5516 12.3114 0.297 -0.016 -0.330
H -11.4434 -9.2222 10.2604 -0.171 0.316 0.333
H -10.1584 -10.1433 11.1078 -0.431 0.144 0.421
H -9.5969 -8.6394 8.6399 0.031 -0.045 -0.309
H -10.4218 -10.2065 8.6443 0.324 -0.441 -0.249
H -6.9246 -11.2069 8.3582 -0.036 0.092 0.553
H -7.5173 -9.7142 7.6097 0.096 -0.109 -0.273
H -8.4942 -11.1985 7.5690 -0.056 -0.013 -0.042
C -6.2909 -11.2006 19.1098 1.381 -0.659 -0.458
O -5.8718 -9.8697 19.3384 -0.780 -0.247 -0.355
C -6.4937 -8.9526 18.4632 -0.141 1.246 0.475
C -5.8194 -8.7324 17.1205 -0.156 -1.110 0.250
O -4.5178 -8.2438 17.3567 -0.807 0.472 -0.899
C -3.7162 -8.2785 16.1901 1.392 -1.258 0.911
H -6.3202 -11.7498 20.0521 -0.500 0.263 0.111
H -5.5164 -11.7324 18.5361 -0.072 0.113 -0.142
H -7.1948 -11.2832 18.5047 -0.289 0.118 0.368
H -6.4965 -8.0101 19.0221 0.276 0.104 -0.179
H -7.5645 -9.1458 18.3296 0.055 -0.491 -0.170
H -6.4654 -8.1302 16.4692 0.172 0.661 0.232
H -5.7709 -9.6766 16.5599 0.161 -0.206 0.196
H -3.8995 -9.1712 15.5825 -0.516 0.227 -0.170
H -2.7326 -8.5127 16.6147 0.242 0.531 -0.404
H -3.6534 -7.3828 15.5725 -0.437 0.176 0.158
O 0.3178 -11.8766 13.2151 -0.196 -0.326 -0.086
H -0.3888 -11.6129 12.5988 0.284 0.491 0.062
H -0.0446 -11.6991 14.0882 0.029 0.034 -0.050
O -1.4724 -6.4478 11.2353 0.012 0.454 0.072
H -2.3002 -6.2893 11.7033 0.058 -0.133 -0.037
H -1.7120 -6.4211 10.3029 -0.049 -0.203 0.062
O -4.6731 -5.0941 9.5896 0.067 -0.297 0.108
H -3.8151 -5.4138 9.2576 -0.231 0.394 0.002
H -4.4431 -4.5180 10.3254 -0.071 0.018 -0.064
O -6.1311 -7.3707 7.9034 -0.191 0.072 -0.073
H -6.5522 -7.7485 8.6870 0.083 0.113 -0.036
H -6.2164 -6.4143 8.0192 0.105 -0.122 0.195
C -5.2491 -9.0401 4.8218 0.056 0.679 0.123
O -5.4051 -7.9081 3.9521 0.294 -0.496 -0.161
H -4.2167 -9.3893 4.8600 0.151 0.370 -0.264
H -5.5023 -8.6558 5.8087 -0.173 -0.737 0.257
H -5.8337 -9.9015 4.4944 -0.353 0.133 0.148
H -6.1285 -7.4000 4.3255 -0.015 0.094 -0.136
C -2.7954 -6.0078 6.8726 0.113 -0.037 0.352
O -2.4380 -5.1778 7.9807 0.439 -0.042 -0.057
H -2.2946 -6.9761 6.9763 -0.164 -0.003 -0.221
H -3.8731 -6.1422 6.9574 0.072 -0.106 -0.301
H -2.5164 -5.5386 5.9264 -0.180 -0.071 0.008
H -1.4791 -5.0842 7.9760 -0.085 0.105 0.130
```
Positions in Å, forces in eV/Å.

- spin multiplicity = 1
- E_HOMO (eV) = -8.93
- gap between HOMO and LUMO (Ha) = 0.2806
- lowest unoccupied orbital energy (eV) = -1.30

This record from the OMol25 dataset describes a cluster of 7 separate species, C18H52N2O12 in total. The level of theory is wB97M-V/def2-TZVPD.

Structure (XYZ):
```
84
Properties=species:S:1:pos:R:3:forces:R:3
C -0.1812 -7.8578 0.8719 -0.642 0.164 -0.238
C -0.9448 -7.2925 2.0736 2.119 -2.374 -0.393
C -1.9615 -6.1457 1.8295 -0.381 2.263 0.104
O -1.2165 -4.9373 1.6688 -0.157 -1.468 -0.191
C -1.8015 -3.9127 0.8731 0.405 0.909 -0.243
N -1.5091 -8.3656 2.8577 -2.066 2.999 -1.337
H 0.7686 -7.3377 0.7473 0.021 -0.364 0.034
H -0.7182 -7.7707 -0.0727 -0.216 0.334 0.016
H -0.1002 -8.9348 1.0194 0.664 0.105 0.022
H -0.1732 -6.8717 2.7183 0.011 0.734 0.501
H -2.6090 -5.9559 2.6855 0.007 -0.547 0.406
H -2.5981 -6.4106 0.9853 0.127 0.110 -0.334
H -2.8657 -4.0628 0.6912 0.132 0.042 -0.005
H -1.2375 -3.6533 -0.0228 -0.015 -1.134 -0.611
H -1.5893 -2.9630 1.3642 -0.588 -0.056 0.884
H -2.0921 -9.0356 2.3767 0.637 -1.275 -0.405
H -2.1842 -7.8576 3.4111 0.005 -0.426 1.754
C 0.3367 4.2850 -0.9045 -0.056 0.666 1.582
C 0.7188 4.7655 0.5368 -1.322 -0.131 0.592
C 0.0474 6.1142 1.0237 1.440 -0.099 -1.031
O -1.0281 6.5464 0.2136 0.863 -0.535 1.196
C -1.4806 7.8500 0.5182 -1.036 -0.001 -1.567
N 0.4021 3.7162 1.5246 -0.222 -0.429 -0.022
H 0.7268 3.2715 -0.9991 0.262 0.202 -0.495
H 0.6231 5.0029 -1.6731 0.432 -0.345 -0.004
H -0.7503 4.2385 -0.9700 -0.146 -0.064 0.156
H 1.7892 4.8360 0.7300 0.156 0.575 -0.867
H 0.9053 6.7861 1.0479 -0.101 0.935 -0.617
H -0.2186 6.1296 2.0807 -0.488 -0.641 0.204
H -1.6285 8.1987 1.5403 0.502 -0.679 0.404
H -2.4729 7.7943 0.0707 -0.154 0.695 0.019
H -0.8892 8.5737 -0.0428 0.124 0.212 0.172
H 0.2375 4.2334 2.3764 0.027 -0.456 0.432
H -0.4698 3.2500 1.3185 -0.298 -0.018 -0.171
C 5.8427 -1.1910 4.0736 -0.138 -0.562 0.260
C 5.6463 -1.2823 2.6220 -1.880 0.209 -0.766
O 6.5368 -2.1488 1.9903 1.017 -0.221 -0.646
O 7.1726 -0.8952 4.3051 1.016 0.695 1.403
H 5.5364 -2.1490 4.4937 0.227 -0.494 0.388
H 5.1678 -0.4782 4.5473 0.292 0.405 -0.136
H 5.7055 -0.2955 2.1628 0.198 -0.080 -0.205
H 4.6407 -1.6769 2.4763 -0.415 0.191 -0.286
H 6.9018 -2.8004 2.5934 -0.245 -0.190 0.143
H 7.7332 -1.3104 3.6456 -0.077 0.051 -0.164
C -2.7007 2.5951 -5.2210 1.156 -0.627 0.770
C -1.7763 2.4910 -3.9313 -1.542 -1.900 -0.399
O -1.8908 1.0958 -3.4543 0.784 0.288 -0.322
O -2.2544 1.5730 -6.1462 -0.126 1.395 0.163
H -2.6082 3.6054 -5.6197 0.320 -0.250 -0.542
H -3.7701 2.4374 -5.0808 -0.034 0.039 0.725
H -1.9710 3.1025 -3.0503 -0.253 0.580 -0.478
H -0.7350 2.5886 -4.2385 -0.118 0.071 -0.027
H -2.6922 0.9386 -2.9497 -0.170 0.531 -0.039
H -2.4897 0.7266 -5.7592 0.080 -0.039 0.199
C -3.4734 0.1790 1.3721 -2.514 0.021 -0.040
C -4.5883 1.2494 1.4434 0.250 -0.176 0.447
O -4.1582 2.4406 2.0518 0.348 0.657 -0.069
O -2.8577 0.2666 0.0909 1.147 0.488 0.081
H -3.9824 -0.7821 1.4452 0.137 -0.242 0.158
H -2.8974 0.3397 2.2834 1.003 -0.128 -0.577
H -5.4080 1.0126 2.1216 -0.041 -0.833 -0.274
H -4.9663 1.3496 0.4260 -0.189 0.373 -0.060
H -3.5660 2.9562 1.4996 0.056 -0.048 -0.249
H -3.0207 -0.4909 -0.4758 -0.365 -0.202 0.425
C 2.4425 -0.8292 -3.7490 -0.924 0.203 -1.130
C 1.6898 0.4773 -4.0134 -0.606 0.941 -0.192
O 1.4514 1.3168 -2.8488 0.654 -0.579 -0.002
O 1.4907 -1.6932 -3.0849 1.588 0.279 -0.164
H 3.4657 -0.7147 -3.3912 -0.300 0.193 1.523
H 2.7479 -1.3074 -4.6797 -0.888 -0.050 -0.525
H 0.6897 0.2468 -4.3805 0.076 -0.531 -0.193
H 2.0778 1.1692 -4.7609 0.756 -0.369 -0.079
H 0.5254 1.2055 -2.6212 -0.170 -0.150 0.234
H 1.4526 -1.3255 -2.1989 -0.224 -0.191 0.511
C 1.7556 0.0063 0.6094 0.466 0.064 -0.781
C 0.1998 -0.1631 0.3863 1.666 -0.388 2.340
O -0.1894 -0.0093 -0.9207 -0.142 0.017 -1.028
O 2.5221 -0.2902 -0.5811 -1.084 0.030 0.777
H 2.2467 -0.6375 1.3391 -0.865 -0.311 0.334
H 1.9945 1.0139 0.9498 -0.259 0.303 -0.184
H -0.3767 0.5383 0.9895 0.425 0.303 0.414
H -0.0907 -1.1388 0.7758 -0.010 -0.571 -0.039
H -1.1213 0.1722 -0.7788 -0.392 0.332 -0.736
H 2.1130 0.2891 -1.2282 0.263 0.570 -0.906
```
Positions in Å, forces in eV/Å.

- spin multiplicity = 2
- E_HOMO (spin up / spin down) (eV) = -10.68 / -10.67
- total charge = +1
- gap between HOMO and LUMO (spin up / spin down) (Ha) = 0.2747 / 0.0515
- lowest unoccupied orbital energy (spin up / spin down) (eV) = -3.20 / -9.27

Which of these has the lowest spin multiplicity?
C18H52F3LiO14

Which of these has the highest spin multiplicity?
C18H52N2O12

Number 2 is which compound?
C18H52N2O12

Which value of spin multiplicity does entry 1 give?
1